C8H15N2 | wB97M-V/def2-TZVPD

Values from the calculation:
Total charge: +1
SMILES: CC1=[NH+]C(C)=C(C)CN1C
Energy above the lowest of the compared OMol25 structures with the same formula, charge and spin, kJ/mol: 89.1

Atoms and positions in Å:
C 0.3436 1.2870 0.4218
C -0.8913 1.1718 -0.1285
C -0.5870 -1.3573 -0.1588
C 0.7968 0.0458 1.2165
C 1.1890 2.5067 0.4420
C -1.6788 2.1941 -0.8768
C -1.0981 -2.6007 -0.7710
C 1.7744 -1.9830 0.2344
N 0.5694 -1.2082 0.5011
N -1.3976 -0.2944 -0.0626
H 1.8898 0.1054 1.5633
H 0.1421 0.0260 2.1094
H 1.8854 2.3764 1.2307
H 0.4605 3.2796 0.4849
H 1.7641 2.4240 -0.5505
H -2.5761 1.7380 -1.4127
H -1.1722 2.6775 -1.7824
H -1.7933 3.0864 -0.1871
H -2.0608 -2.7009 -0.3062
H -0.4683 -3.3728 -0.5110
H -1.2781 -2.5261 -1.7794
H 2.5183 -1.4252 -0.4724
H 2.4071 -2.1087 1.1610
H 1.6368 -3.0445 -0.1271
H -2.3758 -0.2971 -0.2388

Cartesian forces (eV/Å) of the 2 atoms listed first:
-1.58 -1.57 0.16
2.32 -2.41 0.56

Okay, here come the Löwdin numbers, in e, for every atom:
1. C -0.230
2. C -0.183
3. C -0.250
4. C -0.075
5. C -0.012
6. C -0.039
7. C 0.066
8. C -0.029
9. N -0.072
10. N 0.156
11. H 0.157
12. H 0.150
13. H 0.070
14. H 0.074
15. H 0.137
16. H 0.103
17. H 0.113
18. H 0.109
19. H 0.112
20. H 0.064
21. H 0.085
22. H 0.137
23. H 0.109
24. H 0.107
25. H 0.139

C8H15N2OP | wB97M-V/def2-TZVPD

Values from the calculation:
Energy above the lowest of the compared OMol25 structures with the same formula, charge and spin, kJ/mol: 130.8

Atoms and positions in Å:
C 3.1723 -0.0468 1.1092
C 2.5546 1.1225 1.2011
C 2.9132 -1.0343 0.0732
C 1.7025 1.7501 0.1152
C 1.4846 -0.6740 -0.5321
C 1.5879 0.7181 -1.0495
C -3.1386 -1.4026 0.6298
C -4.0458 -0.8580 -0.4411
N -2.2114 -0.3074 0.9026
N -3.7922 0.1938 -1.0874
O -1.5864 2.0365 -0.1432
P -1.8169 0.6288 -0.5892
H 3.9455 -0.2756 1.9470
H 3.6673 -1.0040 -0.7212
H 3.2684 -2.0320 0.4954
H 0.5785 1.9221 0.3877
H 1.9879 2.7047 -0.2399
H 1.3115 -1.3220 -1.4209
H 0.7394 -0.8952 0.2326
H 0.6644 0.9238 -1.8070
H 2.4397 0.9023 -1.7461
H -3.8470 -1.6887 1.5432
H -2.7545 -2.2879 0.2197
H 2.8191 1.8585 2.0010
H -4.6020 -1.6594 -0.8414
H -2.6075 0.3033 1.5898
H -4.4344 0.4233 -1.8285

Cartesian forces (eV/Å) of the 2 atoms listed first:
1.81 0.79 2.70
0.34 2.45 0.15

Okay, here come the Löwdin numbers, in e, for every atom:
1. C -0.171
2. C -0.119
3. C -0.217
4. C -0.193
5. C -0.229
6. C -0.269
7. C -0.254
8. C -0.211
9. N -0.208
10. N 0.000
11. O -0.486
12. P 0.781
13. H 0.127
14. H 0.102
15. H 0.121
16. H 0.096
17. H 0.086
18. H 0.108
19. H 0.094
20. H 0.106
21. H 0.113
22. H 0.162
23. H 0.087
24. H 0.106
25. H 0.107
26. H 0.057
27. H 0.103

C8H15N3O | wB97M-V/def2-TZVPD

Values from the calculation:
Multiplicity: 3
Energy above the lowest of the compared OMol25 structures with the same formula, charge and spin, kJ/mol: 0.0

Atoms and positions in Å:
C 0.0354 1.1710 -0.2536
C -3.6142 -0.2610 0.4397
C -4.6354 0.7679 0.0593
C 4.6128 0.3296 0.2249
C 3.0359 0.3841 0.3769
C 2.3231 -0.6864 -0.4841
C 0.9021 -0.9608 0.1365
C -0.2222 -0.2190 -0.5476
N 0.3055 2.2425 0.0600
N -1.0278 -0.7750 -1.3720
N -2.5557 0.0105 0.9943
O -3.8943 -1.4522 -0.0784
H -4.2588 1.7367 0.1853
H -5.5748 0.5124 0.6655
H -4.8620 0.6853 -1.0034
H 4.9324 1.1161 0.8889
H 4.7929 0.4831 -0.8380
H 4.8487 -0.7156 0.3655
H 2.7297 0.2050 1.4186
H 2.8902 1.5431 0.1112
H 2.3499 -0.2827 -1.5743
H 2.7877 -1.6884 -0.4282
H 0.5048 -2.0410 0.0888
H 0.8231 -0.7143 1.1380
H -3.2163 -2.1131 -0.0543
H -1.6138 -0.2090 -1.9743
H -2.3989 0.9311 1.4549

Cartesian forces (eV/Å) of the 2 atoms listed first:
-2.14 -2.70 -1.10
-1.10 1.51 -1.54

Okay, here come the Löwdin numbers, in e, for every atom:
1. C -0.243
2. C -0.604
3. C -0.011
4. C -0.113
5. C -0.285
6. C -0.192
7. C -0.161
8. C -0.430
9. N 0.140
10. N 0.250
11. N 0.151
12. O 0.069
13. H 0.055
14. H 0.116
15. H 0.080
16. H 0.064
17. H 0.064
18. H 0.056
19. H 0.096
20. H 0.133
21. H 0.145
22. H 0.103
23. H 0.136
24. H 0.080
25. H 0.097
26. H 0.108
27. H 0.096

C8H15N3O2S | wB97M-V/def2-TZVPD

Values from the calculation:
Energy above the lowest of the compared OMol25 structures with the same formula, charge and spin, kJ/mol: 167.6

Atoms and positions in Å:
C 2.4890 0.7612 -1.1183
C 2.4189 1.7949 0.0738
C 2.9000 -0.5867 -0.7852
C 1.5631 1.2680 1.1692
C 1.1301 -0.0401 1.2955
C -2.7663 -0.2287 -1.5914
C -4.2033 0.4469 0.5969
C -2.7830 0.0850 -0.1129
N -0.8046 2.9110 -0.7693
N -1.4012 2.0271 -0.3820
N -1.8696 1.1409 0.2535
O 1.7510 -2.4687 0.8095
O 0.4311 -1.3492 -0.9549
S 1.4508 -1.3002 0.0312
H 1.4203 0.6696 -1.3967
H 3.1885 1.2196 -1.9043
H 3.4865 2.0495 0.2671
H 1.8713 2.7589 -0.2598
H 2.9304 -0.9879 -1.7426
H 3.8803 -0.8794 -0.2346
H 1.2625 1.9446 1.9524
H 0.6377 -0.3260 2.1678
H -1.9220 -0.8092 -2.0168
H -3.6916 -0.7352 -1.8834
H -2.7950 0.7067 -2.1404
H -4.0655 0.4104 1.7019
H -5.0668 -0.0861 0.3138
H -4.3938 1.5046 0.3278
H -2.3510 -0.8503 0.4923

Cartesian forces (eV/Å) of the 2 atoms listed first:
-0.18 4.47 0.29
-0.39 0.62 -1.88

Okay, here come the Löwdin numbers, in e, for every atom:
1. C -0.269
2. C -0.199
3. C -0.258
4. C -0.125
5. C -0.112
6. C -0.077
7. C -0.044
8. C -0.397
9. N 0.184
10. N -0.226
11. N 0.054
12. O -0.322
13. O -0.312
14. S 0.643
15. H 0.103
16. H 0.147
17. H 0.122
18. H 0.120
19. H 0.079
20. H 0.157
21. H 0.101
22. H 0.066
23. H 0.075
24. H 0.077
25. H 0.066
26. H 0.076
27. H 0.040
28. H 0.071
29. H 0.160

C8H15N3O2S | wB97M-V/def2-TZVPD

Values from the calculation:
Total charge: +2
Total energy, Ha: -1026.04899

Atoms and positions in Å:
C 0.0879 -2.0523 0.5055
C 0.8667 0.0661 -0.4050
C -1.3613 0.6060 -0.2290
C -1.1322 -2.0006 -0.2916
C -1.2448 -0.7509 -1.2375
C 2.1475 -1.1683 1.3283
C -2.4642 2.2923 1.0612
C 3.0484 1.8100 0.3055
N 0.1618 -0.5392 -1.7670
N 0.9631 -1.1143 0.5188
N -2.4697 -0.7908 -2.0014
O -0.2084 0.8386 0.2190
O -2.3933 1.2069 0.0592
S 2.2178 0.8256 -1.0806
H 0.3008 -2.9170 1.0732
H -1.2540 -2.9472 -0.8774
H -2.0259 -2.1142 0.2932
H 2.1294 -0.4234 2.1568
H 3.0979 -0.8538 0.7502
H 2.2283 -2.1619 1.7926
H -1.8007 2.0117 1.8678
H -3.4454 2.3392 1.4558
H -2.2319 3.2200 0.5489
H 3.7647 1.2078 0.8278
H 2.2729 2.1014 1.1021
H 3.4227 2.7857 -0.1857
H 0.4415 0.0661 -2.5237
H -2.6458 0.0307 -2.6285
H -2.4740 -1.5744 -2.6389

Cartesian forces (eV/Å) of the 2 atoms listed first:
0.01 0.88 -0.80
-3.56 -3.09 -3.24

Okay, here come the Löwdin numbers, in e, for every atom:
1. C 0.079
2. C -0.631
3. C -0.241
4. C -0.013
5. C -0.342
6. C 0.004
7. C 0.116
8. C -0.268
9. N 0.100
10. N -0.030
11. N 0.132
12. O 0.142
13. O 0.140
14. S 1.059
15. H 0.164
16. H 0.181
17. H 0.153
18. H 0.131
19. H 0.119
20. H 0.124
21. H 0.112
22. H 0.108
23. H 0.127
24. H 0.020
25. H 0.078
26. H 0.094
27. H 0.092
28. H 0.141
29. H 0.109

C8H15N3OS | wB97M-V/def2-TZVPD

Values from the calculation:
SMILES: CCCCCC1=NC=N[S@](=N)(=O)C1
Energy above the lowest of the compared OMol25 structures with the same formula, charge and spin, kJ/mol: 366.2

Atoms and positions in Å:
C -2.3973 -0.9744 1.9855
C -0.2173 -0.8763 1.2858
C 0.2421 -0.7174 2.5929
C 1.3600 0.3027 -4.2085
C 0.5203 -0.6682 0.0043
C 0.8547 -0.1339 -2.7791
C -0.0647 0.6564 -0.5698
C 0.6547 0.9814 -1.8358
N -2.5017 -0.1527 2.9796
N -1.4232 -1.1701 1.1193
N -0.7638 0.9102 4.6935
O -0.9944 1.8815 2.3942
S -1.0429 0.6819 3.1973
H -3.3708 -1.2842 1.5039
H 0.0359 -1.4933 3.3710
H 1.2650 -0.3059 2.6443
H 0.7383 0.9940 -4.7352
H 1.4495 -0.5266 -4.8634
H 2.2900 0.6421 -3.9162
H 1.6461 -0.5260 0.3094
H 0.4760 -1.6084 -0.5881
H 1.6336 -0.8772 -2.4386
H -0.0196 -0.7094 -2.6366
H -1.1408 0.4845 -0.8127
H -0.0879 1.5365 0.0890
H 1.7558 1.2097 -1.6207
H 0.2415 1.6786 -2.4621
H -1.1391 0.0644 5.2968

Cartesian forces (eV/Å) of the 2 atoms listed first:
-3.67 0.44 -0.73
0.61 -1.44 -1.93

Okay, here come the Löwdin numbers, in e, for every atom:
1. C -0.297
2. C -0.421
3. C -0.100
4. C -0.061
5. C -0.114
6. C -0.293
7. C -0.177
8. C -0.265
9. N -0.052
10. N 0.099
11. N -0.255
12. O -0.314
13. S 0.661
14. H 0.139
15. H 0.130
16. H 0.114
17. H 0.065
18. H 0.056
19. H 0.045
20. H 0.156
21. H 0.132
22. H 0.117
23. H 0.087
24. H 0.133
25. H 0.112
26. H 0.146
27. H 0.087
28. H 0.068

What did the fourth record say?
C8H15N3O2S | wB97M-V/def2-TZVPD

Values from the calculation:
Energy above the lowest of the compared OMol25 structures with the same formula, charge and spin, kJ/mol: 167.6

Atoms and positions in Å:
C 2.4890 0.7612 -1.1183
C 2.4189 1.7949 0.0738
C 2.9000 -0.5867 -0.7852
C 1.5631 1.2680 1.1692
C 1.1301 -0.0401 1.2955
C -2.7663 -0.2287 -1.5914
C -4.2033 0.4469 0.5969
C -2.7830 0.0850 -0.1129
N -0.8046 2.9110 -0.7693
N -1.4012 2.0271 -0.3820
N -1.8696 1.1409 0.2535
O 1.7510 -2.4687 0.8095
O 0.4311 -1.3492 -0.9549
S 1.4508 -1.3002 0.0312
H 1.4203 0.6696 -1.3967
H 3.1885 1.2196 -1.9043
H 3.4865 2.0495 0.2671
H 1.8713 2.7589 -0.2598
H 2.9304 -0.9879 -1.7426
H 3.8803 -0.8794 -0.2346
H 1.2625 1.9446 1.9524
H 0.6377 -0.3260 2.1678
H -1.9220 -0.8092 -2.0168
H -3.6916 -0.7352 -1.8834
H -2.7950 0.7067 -2.1404
H -4.0655 0.4104 1.7019
H -5.0668 -0.0861 0.3138
H -4.3938 1.5046 0.3278
H -2.3510 -0.8503 0.4923

Cartesian forces (eV/Å) of the 2 atoms listed first:
-0.18 4.47 0.29
-0.39 0.62 -1.88

Okay, here come the Löwdin numbers, in e, for every atom:
1. C -0.269
2. C -0.199
3. C -0.258
4. C -0.125
5. C -0.112
6. C -0.077
7. C -0.044
8. C -0.397
9. N 0.184
10. N -0.226
11. N 0.054
12. O -0.322
13. O -0.312
14. S 0.643
15. H 0.103
16. H 0.147
17. H 0.122
18. H 0.120
19. H 0.079
20. H 0.157
21. H 0.101
22. H 0.066
23. H 0.075
24. H 0.077
25. H 0.066
26. H 0.076
27. H 0.040
28. H 0.071
29. H 0.160